A gas-phase ion, C8H21BClN4O2 (charge +1). Source: the OMol25 dataset; level of theory: the ωB97M-V functional and the def2-TZVPD basis.

Largest force on an atom: 1.31 eV/Å
HOMO energy: -13.70 eV
Orbital gap: 0.390 Eh
SMILES string: CCCON(C)/C(N)=[N+](/B(N)O)[C@@H](Cl)CC
Energy above the lowest of the compared OMol25 structures with the same formula, charge and spin: 0.0 kJ/mol
Lowest unoccupied orbital energy: -3.09 eV

```
! RIJCOSX wB97M-V def2-TZVPD def2/J DEFGRID3
* xyz 1 1
C 4.442 1.473 0.828
C 3.096 0.790 1.073
C 2.309 0.587 -0.221
O 1.859 -0.787 -0.427
N 0.629 -1.028 0.141
C 0.643 -1.539 1.512
C -0.411 -0.918 -0.664
N -0.232 -0.792 -2.047
N -1.667 -1.070 -0.238
B -2.638 -1.529 -1.334
N -3.506 -0.606 -1.945
O -2.625 -2.878 -1.469
C -2.280 -0.302 0.866
Cl -2.514 -1.303 2.338
C -1.580 1.013 1.184
C -1.643 2.014 0.024
H 4.872 1.836 1.761
H 5.157 0.787 0.371
H 4.326 2.332 0.160
H 2.501 1.376 1.778
H 3.261 -0.188 1.534
H 1.423 1.229 -0.276
H 2.924 0.775 -1.102
H 0.319 -0.791 2.232
H 1.668 -1.835 1.712
H -0.021 -2.402 1.561
H 0.486 -1.430 -2.384
H 0.081 0.144 -2.295
H -3.150 0.313 -2.164
H -4.102 -0.932 -2.694
H -3.194 -3.247 -2.158
H -3.295 -0.099 0.534
H -2.082 1.411 2.066
H -0.548 0.836 1.492
H -2.411 1.747 -0.704
H -0.690 2.111 -0.504
H -1.899 3.008 0.388
*
```

natural (NBO) atomic charges, in units of e:
1. C -0.605
2. C -0.446
3. C -0.075
4. O -0.350
5. N -0.070
6. C -0.443
7. C 0.701
8. N -0.841
9. N -0.653
10. B 1.146
11. N -1.089
12. O -0.862
13. C -0.008
14. Cl -0.033
15. C -0.448
16. C -0.619
17. H 0.231
18. H 0.218
19. H 0.209
20. H 0.211
21. H 0.219
22. H 0.174
23. H 0.213
24. H 0.227
25. H 0.249
26. H 0.250
27. H 0.413
28. H 0.409
29. H 0.402
30. H 0.408
31. H 0.509
32. H 0.243
33. H 0.253
34. H 0.206
35. H 0.205
36. H 0.199
37. H 0.249

A gas-phase ion, CH2NO2 (charge -1). Source: the OMol25 dataset; level of theory: the ωB97M-V functional and the def2-TZVPD basis.

Largest force on an atom: 1.21 eV/Å
HOMO energy: -3.47 eV
Orbital gap: 0.304 Eh
SMILES string: NC(=O)[O-]
Energy above the lowest of the compared OMol25 structures with the same formula, charge and spin: 17.0 kJ/mol
Lowest unoccupied orbital energy: 4.79 eV

```
! RIJCOSX wB97M-V def2-TZVPD def2/J DEFGRID3
* xyz -1 1
N 0.142 -0.651 -0.367
C -0.214 0.620 0.156
O 0.787 1.363 0.285
O -1.392 0.923 0.370
H -0.422 -1.482 -0.351
H 1.099 -0.772 -0.093
*
```

natural (NBO) atomic charges, in units of e:
1. N -0.929
2. C 0.850
3. O -0.833
4. O -0.803
5. H 0.349
6. H 0.365

A molecular structure, C13H7Cl8IN2O2SiTi. Source: the OMol25 dataset; level of theory: the ωB97M-V functional and the def2-TZVPD basis.

Largest force on an atom: 0.67 eV/Å
HOMO energy: -9.13 eV
Orbital gap: 0.291 Eh
Energy above the lowest of the compared OMol25 structures with the same formula, charge and spin: 0.0 kJ/mol
Lowest unoccupied orbital energy: -1.20 eV

```
! RIJCOSX wB97M-V def2-TZVPD def2/J DEFGRID3
* xyz 0 1
Ti 0.658 -1.208 1.543
O 0.343 0.506 2.459
N -0.230 1.509 1.878
N -0.623 1.184 0.726
O -0.385 -0.022 0.283
C -1.289 2.123 -0.128
C -1.108 1.999 -1.494
C -1.737 2.914 -2.322
C -2.523 3.921 -1.781
C -2.693 4.019 -0.406
C -2.077 3.111 0.439
H -0.489 1.203 -1.886
H -1.610 2.840 -3.393
H -3.012 4.631 -2.434
H -3.315 4.799 0.010
H -2.203 3.158 1.511
Cl 0.764 -3.940 -0.618
C 1.838 -2.645 -1.032
C 1.853 -1.513 -0.233
C 2.745 -0.512 -0.582
Cl 2.802 0.911 0.416
C 3.606 -0.612 -1.669
Cl 4.703 0.653 -2.046
C 3.561 -1.763 -2.456
Cl 4.601 -1.915 -3.813
C 2.672 -2.788 -2.138
Cl 2.617 -4.209 -3.100
I 2.629 -2.251 2.908
C -0.909 -2.521 1.840
H -1.459 -2.584 0.898
H -0.423 -3.475 2.069
Cl -0.885 -1.577 4.867
Si -1.999 -2.035 3.223
Cl -3.309 -3.522 3.733
Cl -3.116 -0.390 2.728
*
```

natural (NBO) atomic charges, in units of e:
1. Ti 1.387
2. O -0.530
3. N 0.208
4. N 0.187
5. O -0.559
6. C 0.154
7. C -0.217
8. C -0.195
9. C -0.187
10. C -0.196
11. C -0.219
12. H 0.246
13. H 0.226
14. H 0.223
15. H 0.226
16. H 0.244
17. Cl 0.058
18. C -0.082
19. C -0.333
20. C -0.080
21. Cl 0.070
22. C -0.080
23. Cl 0.063
24. C -0.077
25. Cl 0.068
26. C -0.085
27. Cl 0.065
28. I -0.188
29. C -1.408
30. H 0.287
31. H 0.290
32. Cl -0.315
33. Si 1.445
34. Cl -0.344
35. Cl -0.354

A molecular structure, C4H4N2S2. Source: the OMol25 dataset; level of theory: the ωB97M-V functional and the def2-TZVPD basis.

Largest force on an atom: 5.25 eV/Å
HOMO energy: -8.70 eV
Orbital gap: 0.266 Eh
Energy above the lowest of the compared OMol25 structures with the same formula, charge and spin: 405.8 kJ/mol
Lowest unoccupied orbital energy: -1.47 eV

```
! RIJCOSX wB97M-V def2-TZVPD def2/J DEFGRID3
* xyz 0 1
C 1.449 1.579 -0.290
C 0.620 0.508 -0.030
C -1.643 -0.009 -0.043
C 0.929 -0.871 0.217
H 2.550 1.595 -0.366
H 0.937 2.638 -0.299
H -2.640 0.351 0.309
H -2.235 -1.937 0.945
N -0.705 0.926 -0.032
N -1.722 -1.371 -0.107
S -0.122 -2.064 -0.320
S 2.581 -1.345 0.016
*
```

natural (NBO) atomic charges, in units of e:
1. C -0.274
2. C -0.034
3. C 0.243
4. C -0.337
5. H 0.219
6. H 0.223
7. H 0.173
8. H 0.416
9. N -0.440
10. N -0.759
11. S 0.600
12. S -0.030

A single C9H9FS molecule. Source: the OMol25 dataset; level of theory: the ωB97M-V functional and the def2-TZVPD basis.

Largest force on an atom: 3.96 eV/Å
HOMO energy: -8.93 eV
Orbital gap: 0.355 Eh
SMILES string: F/C=C(\CS)c1ccccc1
Energy above the lowest of the compared OMol25 structures with the same formula, charge and spin: 43.5 kJ/mol
Lowest unoccupied orbital energy: 0.74 eV

```
! RIJCOSX wB97M-V def2-TZVPD def2/J DEFGRID3
* xyz 0 1
F 2.117 -2.092 2.190
C 1.806 -0.983 1.547
C 0.984 -0.912 0.533
C 0.367 -2.225 -0.296
S 1.553 -2.688 -1.643
C 0.133 0.279 0.273
C -0.081 0.504 -1.083
C -1.046 1.460 -1.483
C -1.753 2.229 -0.513
C -1.511 1.972 0.835
C -0.534 1.044 1.217
H 2.189 0.008 2.054
H -0.616 -2.117 -0.661
H 0.223 -3.145 0.303
H 1.586 -1.374 -2.149
H 0.520 -0.140 -1.720
H -1.253 1.786 -2.468
H -2.319 3.070 -0.794
H -2.093 2.464 1.554
H -0.272 0.860 2.305
*
```

natural (NBO) atomic charges, in units of e:
1. F -0.318
2. C 0.262
3. C -0.127
4. C -0.530
5. S -0.027
6. C -0.057
7. C -0.199
8. C -0.189
9. C -0.211
10. C -0.203
11. C -0.203
12. H 0.172
13. H 0.222
14. H 0.239
15. H 0.114
16. H 0.202
17. H 0.211
18. H 0.213
19. H 0.212
20. H 0.218

A molecular structure, C6H9Cl2O3PPrRh. Source: the OMol25 dataset; level of theory: the ωB97M-V functional and the def2-TZVPD basis.

Largest force on an atom: 12.76 eV/Å
HOMO energy (alpha / beta): -23.90 / -25.83 eV
Orbital gap (alpha / beta): 0.266 / 0.225 Eh
Lowest unoccupied orbital energy (alpha / beta): -16.65 / -19.71 eV

```
! RIJCOSX wB97M-V def2-TZVPD def2/J DEFGRID3
* xyz 4 7
Rh -0.275 -1.258 -4.177
Pr -0.088 -0.315 -0.974
Cl -1.805 0.143 -2.911
Cl 2.140 -1.084 -1.845
C -0.981 -1.944 0.748
C -0.681 -0.168 -5.553
C 0.449 -2.283 -5.499
O -1.435 -2.574 1.615
O -0.807 0.273 -6.622
O 0.720 -2.641 -6.576
C -1.339 0.705 3.124
P -0.083 0.547 1.790
C 0.589 2.234 1.488
C 1.346 -0.253 2.578
H -2.285 1.110 2.743
H -0.963 1.357 3.916
H -1.570 -0.280 3.544
H 1.024 2.580 2.433
H 1.380 2.241 0.714
H -0.252 2.870 1.177
H 1.777 0.456 3.303
H 0.996 -1.150 3.111
H 2.144 -0.569 1.874
*
```

Mulliken atomic charges, in units of e:
1. Rh 0.304
2. Pr 1.576
3. Cl -0.239
4. Cl -0.214
5. C 0.230
6. C 0.470
7. C 0.559
8. O 0.039
9. O 0.011
10. O 0.014
11. C -1.008
12. P 0.365
13. C -1.109
14. C -0.972
15. H 0.425
16. H 0.421
17. H 0.419
18. H 0.466
19. H 0.495
20. H 0.457
21. H 0.440
22. H 0.439
23. H 0.412

A molecular structure, C35H40N7O4PtS3Si. Source: the OMol25 dataset; level of theory: the ωB97M-V functional and the def2-TZVPD basis.

Largest force on an atom: 2.13 eV/Å
HOMO energy: -9.24 eV
Orbital gap: 0.161 Eh
Energy above the lowest of the compared OMol25 structures with the same formula, charge and spin: 113.8 kJ/mol
Lowest unoccupied orbital energy: -4.86 eV

```
! RIJCOSX wB97M-V def2-TZVPD def2/J DEFGRID3
* xyz 1 1
Pt 1.727 -0.215 0.121
C 0.308 3.758 0.363
C -1.091 3.686 0.836
C -1.392 2.879 2.038
C -2.120 4.528 0.188
Si -1.486 0.434 -0.891
O -0.137 0.580 -0.045
C -2.985 0.474 0.198
C -3.149 -0.543 1.149
C -4.260 -0.587 1.977
C -5.243 0.391 1.871
C -5.108 1.404 0.933
C -3.991 1.437 0.106
C -1.675 1.577 -2.332
C -0.647 2.425 -2.752
C -0.803 3.266 -3.847
C -2.002 3.271 -4.545
C -3.037 2.429 -4.152
C -2.873 1.591 -3.060
H 0.904 4.281 1.130
H 0.414 4.292 -0.580
H 0.730 2.750 0.287
H -1.104 3.469 2.928
H -0.788 1.966 2.043
H -2.450 2.635 2.133
H -1.825 5.584 0.295
H -3.118 4.387 0.598
H -2.125 4.344 -0.895
H -2.394 -1.321 1.243
H -4.370 -1.388 2.698
H -6.118 0.352 2.506
H -5.877 2.160 0.838
H -3.911 2.229 -0.631
H 0.297 2.423 -2.223
H 0.010 3.911 -4.157
H -2.130 3.922 -5.401
H -3.969 2.425 -4.703
H -3.687 0.932 -2.776
C 7.553 0.853 -1.214
C 6.195 0.441 -0.741
C 6.021 -0.261 0.462
C 4.740 -0.592 0.835
N 3.725 -0.249 0.046
C 3.969 0.421 -1.100
S 2.412 0.724 -1.827
N 5.166 0.780 -1.522
H 8.338 0.541 -0.529
H 7.581 1.938 -1.324
H 7.742 0.424 -2.198
H 6.864 -0.539 1.077
H 4.504 -1.136 1.740
N 1.459 0.133 2.323
C 1.147 -0.103 3.410
N 0.725 -0.381 4.615
C -0.151 -1.540 4.860
C -1.466 -1.030 5.413
O -1.246 -0.234 6.565
C -0.469 0.914 6.278
C 0.903 0.528 5.755
H 0.339 -2.187 5.590
H -0.285 -2.092 3.932
H -2.100 -1.860 5.717
H -1.992 -0.443 4.649
H -0.373 1.471 7.208
H -0.987 1.541 5.541
H 1.470 0.006 6.528
H 1.467 1.402 5.435
N 0.919 -3.958 -6.868
C 0.407 -3.604 -5.649
C -0.340 -4.516 -4.896
C -0.829 -4.165 -3.654
C -0.576 -2.894 -3.148
C 0.169 -1.974 -3.886
C 0.651 -2.323 -5.125
S -1.122 -2.506 -1.550
O -1.754 -1.123 -1.716
O -2.059 -3.513 -1.146
N 0.036 -2.169 -0.590
C 0.651 -3.053 0.223
S 0.267 -4.714 0.525
C 1.575 -4.797 1.644
C 2.187 -3.600 1.729
N 1.666 -2.606 0.925
H 0.594 -4.794 -7.317
H 1.299 -3.249 -7.468
H -0.541 -5.504 -5.295
H -1.417 -4.867 -3.078
H 0.367 -0.982 -3.496
H 1.226 -1.608 -5.701
H 1.812 -5.708 2.168
H 3.037 -3.382 2.361
*
```

Mulliken atomic charges, in units of e:
1. Pt 1.753
2. C -0.679
3. C 1.400
4. C -0.794
5. C -1.318
6. Si -1.568
7. O 0.424
8. C 0.884
9. C -0.440
10. C -0.756
11. C -0.666
12. C -0.847
13. C -0.156
14. C 0.806
15. C 0.070
16. C -0.917
17. C -0.543
18. C -0.754
19. C -0.562
20. H 0.447
21. H 0.356
22. H -0.174
23. H 0.572
24. H -0.147
25. H 0.253
26. H 0.454
27. H 0.335
28. H 0.293
29. H 0.505
30. H 0.502
31. H 0.398
32. H 0.435
33. H 0.591
34. H 0.327
35. H 0.462
36. H 0.421
37. H 0.422
38. H 0.528
39. C -1.181
40. C 0.966
41. C -1.035
42. C 0.215
43. N -0.304
44. C 0.387
45. S -0.506
46. N -0.603
47. H 0.337
48. H 0.308
49. H 0.312
50. H 0.329
51. H 0.450
52. N -0.822
53. C 0.436
54. N -0.069
55. C -0.454
56. C -0.491
57. O -0.407
58. C -0.364
59. C -0.661
60. H 0.236
61. H 0.358
62. H 0.376
63. H 0.291
64. H 0.361
65. H 0.183
66. H 0.291
67. H 0.425
68. N -0.485
69. C 1.108
70. C -0.779
71. C -0.526
72. C -0.327
73. C -0.255
74. C -1.019
75. S 1.230
76. O -0.172
77. O -0.784
78. N -0.058
79. C 0.169
80. S -0.062
81. C -0.500
82. C -0.813
83. N -0.094
84. H 0.206
85. H 0.209
86. H 0.303
87. H 0.539
88. H 0.268
89. H 0.336
90. H 0.431
91. H 0.392